Entry 1:
The following is a quantum chemistry calculation of C26H36N3O4P2Ru as an isolated structure in a non-equilibrium geometry, from the OMol25 dataset.

Each line ends with the Löwdin charge.
Cartesian coordinates (Å):
C: -0.780 0.236 1.729  -0.566
H: -3.077 2.837 -1.432  0.045
O: -3.362 -4.103 -0.881  -0.098
C: 1.201 1.048 2.674  -0.287
C: 1.134 3.490 1.836  -0.014
H: -2.478 -0.360 -5.844  0.097
O: -7.069 -0.679 -3.175  -0.103
H: -3.431 1.143 -1.111  0.043
C: -0.213 -2.444 -3.597  -0.355
H: -3.657 -4.153 -1.795  0.044
C: 2.126 -2.741 -0.095  -0.236
H: 1.685 -3.267 -2.862  0.091
H: -0.205 -0.941 0.225  0.057
H: 3.172 -2.776 4.343  0.103
H: 5.155 -1.532 5.258  0.103
H: -2.647 1.347 -4.121  0.090
C: 0.579 4.360 4.434  -0.071
C: 0.618 -3.236 -2.595  -0.265
H: -3.828 -3.251 -0.549  0.106
C: -0.270 2.863 -2.357  -0.278
H: -0.950 1.671 -4.350  0.084
H: 5.269 0.960 4.995  0.105
C: 2.209 -0.998 3.601  -0.035
H: 3.442 2.170 3.815  0.122
C: 4.339 -1.000 4.762  -0.085
H: 0.980 5.560 1.252  0.105
N: -0.647 -1.202 -3.257  -0.148
C: 4.423 0.388 4.614  -0.070
C: -1.657 1.029 -3.789  -0.266
N: 0.168 0.323 0.684  -0.046
H: 2.511 -3.755 -0.286  0.055
C: 1.416 0.676 1.186  -0.424
C: 3.406 1.086 3.953  -0.011
C: -0.620 -3.614 -0.012  -0.254
H: 0.072 3.384 -1.460  0.036
P: -1.250 1.409 -2.010  0.701
H: -6.368 -0.447 -2.494  0.053
H: 2.030 -2.575 0.992  0.038
H: -6.592 -0.314 -3.962  0.047
C: -2.659 1.907 -1.050  -0.265
C: -1.312 -2.188 -5.719  -0.137
C: 1.076 2.564 2.877  -0.159
H: 0.772 2.285 5.006  0.125
O: -1.939 -0.110 1.573  0.034
C: 0.928 4.859 2.091  -0.070
H: 1.300 0.223 -1.874  -0.010
H: -1.569 -3.697 -0.573  0.010
H: 1.323 -1.535 3.248  0.115
H: 0.350 4.689 5.452  0.105
H: 2.831 -1.997 -0.495  0.047
H: -0.827 3.539 -3.010  0.052
C: 0.790 2.999 4.175  -0.043
C: -1.417 -0.437 -4.063  -0.386
C: 3.236 -1.693 4.246  -0.072
H: 1.401 3.132 0.839  0.107
C: 0.650 5.297 3.391  -0.088
H: -0.671 0.503 3.769  0.167
H: -0.151 -4.610 0.059  0.057
C: 2.309 0.383 3.446  -0.163
O: 2.446 0.641 0.515  0.047
H: -0.160 -3.906 -5.125  0.101
H: 0.274 -4.278 -2.539  0.090
H: 0.476 6.362 3.586  0.105
C: -1.781 -0.960 -5.284  -0.092
N: -0.121 0.484 2.914  0.156
C: -0.536 -2.932 -4.851  -0.086
H: -1.613 -2.564 -6.690  0.086
Ru: -0.146 -0.439 -1.386  0.829
H: -0.838 -3.175 0.976  0.049
P: 0.515 -2.518 -0.902  0.698
H: 0.615 2.562 -2.919  0.042
H: -2.389 2.017 0.001  0.035

Its total charge is 0. For the lowest unoccupied orbital energy (spin up / spin down), the calculation gives 0.3 / -1.6 eV. The calculation puts the frontier orbital gap (spin up / spin down) at 4.25 / 6.76 eV. As for the spin multiplicity: 6.

=====

Entry 2:
The following is a quantum chemistry calculation of C26H36N5O2RuSSbSe2 as an isolated structure, from the OMol25 dataset.

Each line ends with the Löwdin charge.
Cartesian coordinates (Å):
H: -0.027 4.287 -1.108  0.098
H: -5.119 -0.954 2.755  0.080
C: 0.107 -1.491 5.704  -0.030
C: 3.656 -1.151 -0.474  -0.553
H: 5.278 -3.284 1.348  0.116
C: 3.347 -0.226 0.700  -0.419
H: 2.352 -3.030 2.762  0.092
C: -0.955 4.584 1.254  -0.006
H: -2.945 3.455 3.696  0.083
C: 4.872 -1.997 -0.065  -0.196
H: 2.689 -2.572 -1.762  0.085
C: -3.098 -1.812 -0.354  -0.314
H: 0.238 0.559 -5.551  0.083
N: -2.124 1.807 -4.085  -0.026
H: 1.338 3.673 -0.189  0.073
C: -4.553 -1.233 1.875  -0.134
C: -4.353 -2.390 -0.168  -0.004
N: -2.546 -0.998 0.576  -0.047
H: -3.152 -2.445 -2.377  0.093
C: -0.580 3.355 0.709  -0.338
Se: 1.760 0.896 0.530  0.902
H: 2.482 -2.914 -0.043  0.062
H: -3.021 2.027 -3.682  0.111
H: 5.145 -2.653 -0.898  0.145
C: 0.875 -2.122 4.752  -0.004
H: 0.829 -3.445 1.962  0.109
O: 4.527 -2.743 1.083  -0.044
H: 0.514 0.603 -2.692  0.026
H: 5.718 -1.330 0.136  0.143
H: -1.711 -2.956 -1.514  0.061
C: -3.294 -0.697 1.669  -0.431
C: -1.855 2.255 2.301  -0.436
Sb: -2.817 0.618 3.310  1.582
H: 4.364 -1.093 -2.497  0.141
H: -2.074 5.601 2.774  0.128
Se: 0.669 -1.491 -0.987  0.819
H: 3.420 1.172 -2.713  0.108
S: -1.877 1.201 -1.574  0.689
H: 0.278 -1.658 6.759  0.124
H: 3.293 -0.776 1.637  0.070
C: -5.092 -2.120 0.956  -0.018
C: 0.314 3.452 -0.497  -0.130
C: -1.089 -0.464 3.912  -0.461
C: -2.056 1.874 -5.546  -0.047
H: -1.242 2.505 -5.890  0.084
O: 3.037 0.465 -2.181  -0.118
H: -6.069 -2.559 1.107  0.128
C: 2.518 -2.119 -0.783  -0.434
H: 1.657 -2.814 5.033  0.125
H: -0.579 5.484 0.787  0.129
H: -4.736 -3.043 -0.940  0.127
H: -1.976 0.884 -5.991  0.092
C: 0.641 -1.883 3.401  -0.308
H: 4.976 0.216 -1.475  0.143
H: -1.885 -1.269 -2.043  -0.029
C: 4.090 -0.378 -1.715  -0.196
C: -1.269 1.305 -3.189  -0.744
H: 4.133 0.527 0.785  0.089
H: -2.987 2.320 -5.885  0.098
C: -2.256 3.455 2.861  -0.131
N: -1.006 2.188 1.247  -0.074
Ru: -0.467 0.037 0.500  0.712
H: -1.574 -0.179 5.982  0.096
H: 1.648 -1.951 1.550  -0.021
C: 1.423 -2.624 2.368  -0.045
N: -0.023 0.940 -3.478  -0.013
N: -0.309 -1.031 2.978  0.032
C: 0.731 1.061 -4.726  -0.040
C: -2.411 -2.131 -1.644  -0.109
H: 0.912 2.103 -4.988  0.097
H: 0.310 2.563 -1.113  -0.026
C: -0.915 -0.661 5.272  -0.113
H: 1.686 0.571 -4.560  0.082
C: -1.784 4.652 2.346  -0.017

Its total charge is +2. For the lowest unoccupied orbital energy (spin up / spin down), the calculation gives -6.0 / -7.4 eV. The calculation puts the frontier orbital gap (spin up / spin down) at 7.10 / 6.01 eV. As for the spin multiplicity: 5.

=====

Number 1: E -2254.93242 Ha, molar mass 617.6 g mol⁻¹. Number 2: E -6972.23934 Ha, molar mass 863.4 g mol⁻¹.